Record 1
A 2-piece molecular cluster, C22H40Cl2N5O5 overall in a non-equilibrium geometry. Source: the OMol25 dataset; level of theory: ωB97M-V/def2-TZVPD.

Values from the calculation:
DFT total energy (eV): -66186.616
Kohn-Sham gap (eV): 7.79
Molar mass (u): 525.498
Lowest unoccupied orbital energy (eV): -4.199
Net charge: +1

Each line ends with the Löwdin charge.
Element x y z (Å)
C (-5.33, -0.68, 2.51)  -0.060
C (-4.10, -0.91, 3.46)  -0.263
O (-3.69, 0.36, 3.95)  -0.139
C (-2.31, 0.46, 4.19)  -0.206
C (-1.70, 1.72, 3.49)  -0.072
O (-0.33, 1.46, 3.00)  -0.042
C (-0.21, 1.77, 1.70)  -0.336
C (0.20, 3.01, 1.29)  0.096
C (0.29, 3.35, -0.07)  -0.112
C (0.73, 4.78, -0.38)  -0.604
Cl (-0.47, 5.68, -1.39)  0.713
C (2.15, 4.90, -0.97)  -0.245
C (3.28, 4.74, 0.11)  -0.072
C (-0.07, 2.36, -1.03)  -0.077
C (0.00, 2.67, -2.54)  -0.115
C (-1.38, 3.21, -3.12)  -0.271
N (-2.03, 2.26, -4.04)  -0.001
C (-0.49, 1.10, -0.59)  -0.146
C (-0.92, 0.03, -1.57)  -0.138
C (0.22, -0.93, -2.02)  -0.168
C (0.57, -2.09, -1.06)  -0.197
C (-0.53, -3.19, -0.90)  -0.215
N (-1.77, -2.94, -1.68)  -0.008
C (-2.48, -4.18, -1.97)  -0.539
N (-2.92, -4.46, -3.13)  0.142
N (-2.70, -5.06, -0.87)  0.103
N (-0.54, 0.85, 0.75)  -0.256
Cl (-1.09, -0.66, 1.32)  0.983
H (-5.07, -0.83, 1.45)  0.063
H (-6.18, -1.31, 2.82)  0.076
H (-5.68, 0.36, 2.61)  0.080
H (-4.43, -1.60, 4.24)  0.123
H (-3.34, -1.42, 2.86)  0.073
H (-2.16, 0.64, 5.28)  0.134
H (-1.74, -0.45, 3.96)  0.095
H (-1.72, 2.58, 4.18)  0.139
H (-2.31, 1.88, 2.59)  0.133
H (0.47, 3.76, 2.04)  0.152
H (0.73, 5.32, 0.58)  0.100
H (2.34, 4.25, -1.83)  0.101
H (2.24, 5.94, -1.35)  0.106
H (3.68, 3.72, -0.01)  0.078
H (4.04, 5.51, -0.06)  0.080
H (2.90, 4.86, 1.13)  0.073
H (0.31, 1.75, -3.06)  0.108
H (0.80, 3.39, -2.72)  0.090
H (-1.15, 4.16, -3.61)  0.083
H (-2.02, 3.41, -2.25)  0.100
H (-1.35, 1.64, -4.47)  0.069
H (-2.69, 1.71, -3.51)  0.065
H (-1.81, -0.47, -1.16)  0.086
H (-1.26, 0.56, -2.47)  0.085
H (0.05, -1.35, -3.02)  0.122
H (1.13, -0.31, -2.11)  0.118
H (1.44, -2.60, -1.51)  0.114
H (0.93, -1.74, -0.08)  0.074
H (-0.81, -3.32, 0.17)  0.086
H (-0.15, -4.17, -1.21)  0.125
H (-2.40, -2.47, -1.03)  0.090
H (-2.65, -3.66, -3.70)  0.053
H (-2.76, -4.50, -0.02)  0.071
H (-3.65, -5.42, -0.98)  0.095
C (6.21, -4.23, -1.19)  -0.034
O (6.27, -3.33, -0.08)  0.010
C (5.16, -3.28, 0.65)  -0.622
O (4.15, -3.91, 0.45)  0.115
O (5.35, -2.41, 1.64)  0.007
C (4.23, -2.26, 2.51)  -0.045
H (7.17, -4.18, -1.70)  0.096
H (6.05, -5.25, -0.85)  0.101
H (5.43, -3.93, -1.89)  0.096
H (3.99, -3.20, 3.00)  0.101
H (3.37, -1.88, 1.97)  0.083
H (4.51, -1.54, 3.27)  0.094


Record 2
C10H21CdO5PS6 as an isolated structure. Source: the OMol25 dataset; level of theory: ωB97M-V/def2-TZVPD.

Values from the calculation:
DFT total energy (eV): -99821.936
Kohn-Sham gap (eV): 6.14
Molar mass (u): 557.061
Lowest unoccupied orbital energy (eV): 4.629
Net charge: -2

Each line ends with the natural charge from an NBO analysis.
Element x y z (Å)
Cd (0.33, -0.52, 0.08)  1.487
S (0.53, -0.32, -2.39)  -0.726
S (-1.50, 0.02, -2.74)  -0.117
S (-2.47, -1.50, -1.76)  -0.104
S (-2.22, -1.10, 0.26)  -0.724
C (0.10, 3.70, -2.24)  -0.619
C (0.01, 3.77, -0.72)  0.275
C (0.24, 5.20, -0.22)  -0.636
C (-1.33, 3.23, -0.25)  -0.647
O (1.09, 2.94, -0.27)  -0.841
P (1.25, 2.39, 1.23)  2.562
O (1.31, 3.49, 2.23)  -1.186
O (0.23, 1.29, 1.44)  -1.240
O (2.70, 1.70, 0.99)  -0.842
C (3.69, 1.56, 2.03)  0.277
C (4.71, 0.58, 1.46)  -0.613
C (3.07, 0.98, 3.30)  -0.654
C (4.33, 2.92, 2.29)  -0.641
H (-0.68, 4.32, -2.70)  0.185
H (-0.01, 2.67, -2.57)  0.245
H (1.08, 4.06, -2.57)  0.198
H (-0.55, 5.85, -0.60)  0.184
H (1.20, 5.57, -0.59)  0.198
H (0.26, 5.22, 0.86)  0.245
H (-2.14, 3.84, -0.67)  0.187
H (-1.41, 3.26, 0.84)  0.225
H (-1.47, 2.20, -0.57)  0.249
H (4.25, -0.39, 1.28)  0.232
H (5.54, 0.45, 2.16)  0.189
H (5.10, 0.97, 0.52)  0.203
H (2.60, 0.02, 3.09)  0.239
H (2.32, 1.66, 3.71)  0.236
H (3.85, 0.83, 4.05)  0.188
H (4.79, 3.29, 1.37)  0.199
H (5.12, 2.82, 3.05)  0.183
H (3.58, 3.63, 2.63)  0.253
C (3.95, -1.71, -1.69)  -0.258
O (2.96, -1.66, -0.67)  -0.536
C (2.95, -2.58, 0.31)  0.031
S (4.16, -3.71, 0.46)  -0.320
S (1.61, -2.40, 1.35)  -0.343
H (3.66, -0.91, -2.38)  0.201
H (3.94, -2.68, -2.19)  0.191
H (4.94, -1.53, -1.27)  0.185


Record 3
C6H8LiO6V as an isolated structure in a non-equilibrium geometry. Source: the OMol25 dataset; level of theory: ωB97M-V/def2-TZVPD.

Values from the calculation:
Multiplicity: 4
DFT total energy (eV): -44521.913
Kohn-Sham gap (alpha / beta) (eV): 7.46 / 7.56
Molar mass (u): 234.009
Lowest unoccupied orbital energy (alpha / beta) (eV): -4.270 / -4.309
⟨S²⟩: 3.76
Net charge: +1

Each line ends with the natural charge from an NBO analysis.
Element x y z (Å)
Li (2.20, -3.03, 0.73)  0.971
O (0.33, -2.48, 0.27)  -0.740
O (-1.63, -1.50, 0.83)  -0.434
C (-0.12, 2.04, -0.78)  -0.753
C (-0.33, 0.98, 0.27)  0.224
O (-0.17, -0.56, -0.55)  -0.651
C (-0.52, -1.60, 0.18)  1.021
H (-0.70, 1.85, -1.70)  0.288
H (0.90, 2.21, -0.17)  0.320
H (-0.59, 2.97, -0.46)  0.265
H (0.43, 1.04, 1.05)  0.221
V (1.20, -1.65, -1.70)  1.381
O (2.92, -1.92, -0.55)  -0.970
O (3.78, 0.16, -0.18)  -0.666
C (-2.45, -0.30, 0.70)  -0.065
C (-1.63, 0.92, 1.04)  -0.516
O (2.80, -0.45, -2.09)  -0.801
C (3.33, -0.73, -0.93)  0.935
H (-2.83, -0.22, -0.32)  0.211
H (-3.28, -0.46, 1.38)  0.246
H (-1.41, 0.91, 2.12)  0.243
H (-2.23, 1.82, 0.86)  0.268


Record 4
C2HCrO3 as an isolated structure in a non-equilibrium geometry. Source: the OMol25 dataset; level of theory: ωB97M-V/def2-TZVPD.

Values from the calculation:
Multiplicity: 5
DFT total energy (eV): -36608.894
Kohn-Sham gap (alpha / beta) (eV): 9.54 / 9.71
Molar mass (u): 125.023
Lowest unoccupied orbital energy (alpha / beta) (eV): -18.953 / -18.976
⟨S²⟩: 6.01
Net charge: +3

Each line ends with the natural charge from an NBO analysis.
Element x y z (Å)
O (0.13, -0.68, 1.35)  -0.234
O (-0.70, 2.34, 0.87)  0.073
O (0.24, -0.67, -0.67)  -0.834
C (-0.40, 1.36, 0.35)  0.820
C (0.35, 0.12, 0.41)  0.675
Cr (0.36, -0.89, -2.55)  1.858
H (0.02, -1.58, 0.24)  0.642


Record 5
A 2-piece molecular cluster, C3H8O overall in a non-equilibrium geometry. Source: the OMol25 dataset; level of theory: ωB97M-V/def2-TZVPD.

Values from the calculation:
Multiplicity: 2
DFT total energy (eV): -5275.379
Kohn-Sham gap (alpha / beta) (eV): 4.55 / 1.23
Molar mass (u): 60.096
Lowest unoccupied orbital energy (alpha / beta) (eV): -8.082 / -11.405
⟨S²⟩: 0.76
Net charge: +1

Each line ends with the natural charge from an NBO analysis.
Element x y z (Å)
C (0.86, 2.67, -3.19)  -0.621
C (1.29, 3.96, -2.57)  -0.591
H (0.36, 1.95, -2.57)  0.197
H (1.81, 2.09, -3.51)  0.205
H (0.14, 2.86, -3.97)  0.214
H (1.70, 4.83, -3.41)  0.195
H (0.48, 4.59, -2.02)  0.203
H (2.09, 3.95, -1.96)  0.197
O (-1.00, -3.57, 3.86)  0.064
C (-1.37, -3.91, 2.78)  0.288
H (-2.08, -4.69, 2.67)  0.306
H (-1.15, -3.35, 1.77)  0.343


Record 6
C5H7Cl2N as an isolated structure in a non-equilibrium geometry. Source: the OMol25 dataset; level of theory: ωB97M-V/def2-TZVPD.

Values from the calculation:
DFT total energy (eV): -31823.665
Kohn-Sham gap (eV): 9.25
Molar mass (u): 152.024
Lowest unoccupied orbital energy (eV): 0.231

Each line ends with the natural charge from an NBO analysis.
Element x y z (Å)
C (1.26, 0.06, -0.11)  0.015
C (0.59, 1.20, 0.82)  -0.297
C (-0.87, -0.31, 0.22)  -0.084
C (-1.13, -1.49, -0.79)  -0.384
C (0.18, -0.58, -0.85)  -0.351
H (1.21, 2.36, 0.91)  0.269
H (0.41, 0.62, 2.16)  0.222
H (-1.78, 2.01, 0.56)  0.370
H (-0.62, -0.84, 1.08)  0.208
H (-1.24, -2.34, 0.07)  0.245
H (-1.58, -1.57, -1.95)  0.282
H (0.09, 0.08, -1.67)  0.237
N (-0.94, 1.20, -0.01)  -0.633
Cl (2.66, 0.74, -1.38)  -0.126
Cl (1.75, -1.16, 0.95)  0.026